1.
{"formula": "C16H34BrN3O2", "method": "ωB97M-V/def2-TZVPD", "lumo_energy_ha": -0.05357, "homo_energy_ev": -5.29, "total_energy_ha": -3518.5599, "symbols": ["C", "C", "C", "N", "C", "C", "C", "C", "C", "O", "C", "C", "N", "C", "N", "Br", "C", "C", "C", "C", "C", "H", "H", "H", "H", "H", "H", "H", "H", "H", "H", "H", "H", "H", "H", "H", "H", "H", "H", "H", "H", "H", "H", "H", "H", "H", "H", "H", "H", "H", "H", "H", "H", "H", "O", "H"], "xyz": [[2.66522, -2.44600, 1.77768], [2.37269, -2.02015, 0.55316], [1.11804, -2.41365, -0.17294], [0.21594, -1.26896, -0.52954], [-1.21503, -1.52420, -0.22306], [-2.13608, -0.33139, -0.40787], [-2.06394, 0.59980, 0.80785], [-3.05937, 0.14841, 1.89877], [-2.42270, -0.26277, 3.22742], [-1.24491, -1.05969, 3.07199], [-0.03387, -0.45401, 3.46789], [0.44496, -0.78734, -1.76187], [-0.40802, -0.98138, -2.73284], [-0.33493, -0.46954, -4.09853], [1.65876, -0.09946, -1.94996], [2.82363, -1.04407, -3.07896], [1.57874, 1.37125, -2.10849], [2.99456, 1.92835, -2.30458], [0.93906, 1.99871, -0.85746], [1.59800, 1.65441, 0.47339], [1.10480, 2.59045, 1.59144], [3.68859, -2.39125, 2.12956], [1.90534, -2.81679, 2.45759], [3.04801, -1.33571, 0.04645], [0.53684, -3.07873, 0.46130], [1.43767, -2.91445, -1.09135], [-1.56304, -2.37735, -0.83543], [-1.27973, -1.87165, 0.80907], [-2.00386, 0.19089, -1.35694], [-3.17691, -0.71244, -0.43226], [-2.34653, 1.60552, 0.49311], [-1.05814, 0.59999, 1.24127], [-3.73302, 0.97920, 2.11994], [-3.71563, -0.63725, 1.52020], [-2.22817, 0.60196, 3.87254], [-3.14742, -0.87451, 3.77389], [0.34608, -0.92860, 4.37859], [-0.14306, 0.62118, 3.62128], [0.71197, -0.59626, 2.67746], [-1.23443, -1.52344, -2.51382], [-1.19255, -0.86454, -4.63961], [-0.42177, 0.61466, -4.11892], [0.56560, -0.81189, -4.60014], [1.00992, 1.67793, -2.99224], [3.00164, 2.98374, -2.02974], [3.33134, 1.85039, -3.33621], [3.70018, 1.42964, -1.63891], [1.07211, 3.07424, -1.01021], [-0.14239, 1.82997, -0.82372], [1.40966, 0.61358, 0.73727], [2.68213, 1.77634, 0.40168], [1.90114, 2.78442, 2.31088], [0.26228, 2.16070, 2.13104], [0.77641, 3.54742, 1.18012], [-5.16327, -0.09425, -0.33596], [-5.43252, -0.24140, -1.25128]], "forces_ev_per_angstrom": [[0.1, 0.2, -0.2], [-0.1, 0.2, 0.3], [0.7, 1.1, 0.7], [-0.9, -0.3, -0.3], [-0.4, -0.5, -0.4], [-0.1, -0.3, 0.6], [-0.5, -0.1, 0.1], [0.1, 0.2, 0.3], [-0.5, -0.2, 0.1], [0.1, 0.2, -0.1], [0.1, -0.2, -0.2], [0.2, 0.0, -0.1], [0.0, 0.2, -0.3], [-0.4, 0.1, -0.1], [0.1, -0.4, 0.0], [-0.1, 0.0, -0.2], [0.7, 0.5, 0.1], [-0.1, 0.0, 0.3], [0.0, 0.1, -0.1], [0.0, 0.3, 0.2], [0.0, -0.2, -0.1], [-0.2, 0.5, 0.3], [0.1, -0.6, -0.2], [0.2, -0.5, -0.3], [-0.1, -0.1, -0.2], [-0.3, -0.2, 0.0], [0.1, -0.1, 0.1], [0.2, 0.1, 0.0], [0.1, 0.1, 0.1], [-0.2, 0.3, -0.2], [0.2, 0.0, 0.0], [0.1, 0.2, -0.2], [-0.1, -0.1, 0.0], [0.1, 0.1, -0.1], [0.3, 0.0, -0.1], [0.0, 0.0, 0.0], [0.0, 0.1, 0.1], [0.0, 0.0, 0.2], [0.0, 0.0, 0.0], [0.0, 0.0, 0.1], [0.0, 0.0, 0.1], [0.1, 0.0, 0.0], [0.1, 0.1, 0.1], [-0.2, -0.2, 0.1], [-0.1, 0.0, -0.1], [0.1, -0.1, 0.0], [0.0, 0.0, -0.1], [-0.2, 0.0, -0.1], [0.1, -0.2, 0.1], [0.0, 0.0, 0.0], [0.0, -0.1, -0.2], [-0.1, 0.0, 0.0], [0.0, 0.1, -0.1], [0.1, 0.0, 0.1], [0.6, -0.2, -0.1], [-0.1, 0.0, 0.1]], "lowdin_charge": [0.02, -0.18, -0.12, 0.00, -0.14, -0.20, -0.18, -0.17, -0.21, -0.21, -0.12, -0.42, 0.11, -0.03, -0.39, 0.87, -0.40, -0.10, -0.16, -0.24, -0.08, 0.06, 0.07, 0.08, 0.13, 0.11, 0.13, 0.13, 0.10, 0.08, 0.11, 0.07, 0.12, 0.09, 0.11, 0.12, 0.09, 0.07, 0.06, 0.15, 0.10, 0.09, 0.05, 0.12, 0.09, 0.06, 0.07, 0.12, 0.11, 0.07, 0.11, 0.07, 0.04, 0.08, -0.55, -0.18]}

---

2.
{"formula": "C6H9CrF11N4O19S5", "method": "ωB97M-V/def2-TZVPD", "lumo_energy_ha": [0.14001, 0.13956], "spin_multiplicity": 5, "total_charge": -2, "relative_energy_kcal_mol": 99.1, "homo_energy_ev": [-3.37, -3.42], "total_energy_ha": -6016.3481, "symbols": ["Cr", "C", "F", "F", "F", "S", "O", "O", "O", "C", "F", "F", "F", "S", "O", "O", "O", "C", "F", "F", "F", "S", "O", "O", "O", "N", "S", "O", "O", "F", "S", "O", "O", "F", "C", "N", "O", "O", "H", "H", "H", "C", "N", "O", "O", "H", "H", "H", "C", "N", "O", "O", "H", "H", "H"], "xyz": [[0.21243, 0.15688, -0.37751], [0.53044, -2.94203, 3.30857], [-0.21288, -3.60374, 4.20716], [1.59377, -2.28845, 3.82764], [0.91206, -3.88660, 2.42331], [-0.71967, -1.76323, 2.38574], [-1.81676, -2.55401, 1.82998], [-1.28369, -0.78792, 3.36822], [0.05052, -1.01531, 1.37073], [-1.33251, 3.93409, 2.07374], [-2.04316, 4.38906, 3.10443], [-1.29181, 4.76220, 1.05750], [-0.07337, 3.75175, 2.59172], [-1.96344, 2.25528, 1.48101], [-3.03962, 2.51544, 0.59476], [-0.76016, 1.67887, 0.83010], [-2.31695, 1.52893, 2.74194], [-4.24683, -1.34864, -0.34124], [-5.51718, -1.40528, -0.70388], [-4.18148, -0.94645, 0.93203], [-3.87011, -2.64137, -0.35485], [-3.11212, -0.27230, -1.43526], [-1.81456, -0.31645, -0.74384], [-3.06210, -0.97620, -2.77427], [-3.68894, 1.15013, -1.47461], [0.26124, 1.27550, -2.04771], [0.69371, 1.18417, -3.50545], [2.13070, 1.48097, -3.68314], [-0.32227, 1.38703, -4.51433], [0.81716, -0.39909, -3.46865], [-0.34063, 2.89203, -2.12986], [-1.71020, 3.10231, -1.64876], [0.16789, 3.80762, -3.16661], [0.67176, 3.38879, -0.90167], [-1.39533, -3.91780, -1.49883], [-0.15808, -3.18447, -1.68281], [0.05009, -2.05373, -1.22779], [0.67292, -3.76855, -2.36510], [-2.00662, -3.52218, -2.30995], [-1.68513, -3.55837, -0.51144], [-1.37732, -5.00702, -1.53580], [3.22889, 1.95232, 3.05299], [2.05864, 1.35900, 2.41960], [1.98856, 1.23798, 1.21194], [1.10170, 1.10456, 3.08411], [3.96955, 2.17455, 2.28479], [3.51953, 1.14096, 3.72031], [2.99803, 2.88592, 3.56604], [4.21663, -0.40463, -2.38346], [3.63107, -0.94336, -1.14669], [4.24213, -1.90202, -0.71158], [2.55955, -0.46764, -0.69975], [3.47976, -0.55349, -3.17274], [5.21991, -0.73823, -2.64855], [4.36429, 0.67226, -2.30224]], "forces_ev_per_angstrom": [[-0.9, -0.6, 2.3], [-1.9, 0.7, -1.9], [0.9, 0.5, 0.6], [-0.9, -1.1, -0.1], [0.8, 0.4, 0.3], [-3.8, 4.3, 1.3], [2.0, -1.0, 0.1], [2.4, -3.0, -0.8], [1.2, -1.3, 0.0], [0.7, -2.8, 0.5], [-0.4, 0.7, -0.4], [0.1, 1.1, 0.1], [-0.2, 0.6, -0.5], [0.0, -3.0, 3.1], [-0.6, 1.0, 0.0], [-0.3, 1.0, 0.2], [0.8, 2.3, -2.5], [0.9, -0.2, 1.0], [-0.7, 0.9, -0.6], [-0.1, 0.2, -0.6], [0.7, -0.1, -0.3], [-0.8, 3.7, -3.2], [-1.4, -0.5, -0.1], [-0.4, 0.9, 3.0], [1.0, -5.4, -0.1], [-2.3, 4.5, 0.3], [3.8, -3.9, -4.5], [-2.6, 0.6, -0.4], [1.4, 0.6, 1.1], [-0.1, -0.8, -0.2], [-1.3, 4.4, 4.0], [3.6, -1.1, -1.6], [-0.7, -2.7, 1.0], [-1.2, -0.6, -0.9], [-1.3, 1.2, 1.2], [2.9, 0.5, -0.8], [-0.8, -2.4, -0.6], [0.2, 0.2, 0.0], [-0.5, 0.1, 0.3], [-0.9, -0.1, -0.1], [0.9, 0.3, -0.2], [1.0, -0.3, -0.1], [-2.8, 0.7, -1.2], [1.9, 0.2, -1.3], [0.0, -0.3, 2.1], [0.0, -0.3, 0.1], [0.5, 0.5, 0.3], [-0.5, -0.4, 0.1], [-0.1, 1.8, -1.0], [-1.0, -0.2, 0.2], [-0.8, 0.3, 0.8], [2.6, -1.2, -1.0], [0.1, 0.0, 0.0], [-0.4, -1.0, 0.5], [-0.7, 0.1, 0.3]], "lowdin_charge": [0.78, -0.60, 0.11, 0.12, 0.09, 0.58, -0.31, -0.32, -0.40, -0.64, 0.12, 0.15, 0.07, 0.55, -0.29, -0.40, -0.32, -0.64, 0.13, 0.14, 0.09, 0.64, -0.40, -0.37, -0.34, -0.35, 0.48, -0.31, -0.25, -0.19, 0.71, -0.23, -0.29, -0.22, 0.05, -0.37, 0.00, 0.05, 0.11, 0.08, 0.10, 0.05, -0.42, 0.02, 0.11, 0.10, 0.10, 0.10, 0.03, -0.36, 0.08, 0.01, 0.09, 0.09, 0.10]}

---

3.
{"formula": "C6H6F8O9S2V", "method": "ωB97M-V/def2-TZVPD", "lumo_energy_ha": [0.14902, 0.14900], "spin_multiplicity": 2, "total_charge": -2, "relative_energy_kcal_mol": 32.2, "homo_energy_ev": [-2.49, -2.49], "total_energy_ha": -3448.8757, "symbols": ["O", "V", "F", "F", "C", "F", "F", "F", "S", "O", "O", "O", "C", "F", "F", "F", "S", "O", "O", "O", "O", "C", "O", "C", "C", "C", "H", "H", "H", "H", "H", "H"], "xyz": [[-1.04113, -4.11210, 12.99394], [0.48335, -4.27514, 12.67206], [0.31472, -2.54717, 11.18355], [2.35451, -4.27170, 11.75658], [3.47888, -1.84475, 15.16758], [3.77686, -3.13664, 15.34322], [3.12810, -1.30575, 16.36111], [4.60361, -1.19267, 14.83043], [2.15011, -1.47080, 13.83903], [2.88032, -1.36142, 12.58860], [1.31573, -2.67162, 13.92778], [1.50974, -0.27420, 14.30442], [-0.21997, -8.53851, 10.99855], [-1.17952, -8.73362, 11.91924], [0.94598, -8.67394, 11.65054], [-0.29903, -9.43489, 10.03176], [-0.36727, -6.77850, 10.27848], [0.69265, -6.72585, 9.27588], [-1.66934, -6.75876, 9.60216], [-0.24152, -5.86603, 11.42806], [1.05115, -5.68660, 14.03916], [1.83503, -6.04547, 14.87591], [2.85686, -6.82504, 14.51601], [3.68598, -7.12559, 15.65225], [2.85926, -6.74388, 16.84878], [1.94430, -5.67050, 16.32742], [4.48425, -6.38808, 15.51347], [4.13735, -8.11287, 15.70209], [3.52656, -6.38194, 17.63460], [2.34854, -7.60348, 17.28885], [2.38387, -4.67565, 16.42960], [0.94975, -5.58222, 16.76147]], "forces_ev_per_angstrom": [[0.3, 0.1, 0.9], [1.0, 3.7, -4.1], [-0.2, -1.8, 1.5], [-1.5, -0.8, 1.4], [-0.6, 1.5, -0.7], [0.0, -0.1, 0.1], [-0.1, -0.7, 0.2], [0.3, -0.3, -0.1], [0.6, -0.5, -2.7], [-0.1, 0.1, 1.8], [-0.3, -0.8, 0.8], [0.1, 0.1, 0.7], [0.1, 2.5, 0.5], [-0.2, -0.5, -0.2], [0.1, -0.3, -0.2], [-0.1, -0.5, 0.0], [0.0, 1.0, -2.6], [-0.1, -0.4, 1.5], [0.5, -0.4, 1.6], [0.1, -1.5, -0.7], [-0.1, -0.2, 0.7], [0.7, 0.6, -0.9], [-0.3, -1.3, 0.1], [0.6, 1.7, -0.4], [0.5, -0.3, 1.5], [-0.7, 0.2, 0.0], [0.3, -0.3, 0.4], [-0.5, -0.2, -0.6], [-0.1, 0.1, 0.0], [-0.3, 0.0, -0.3], [0.1, 0.0, -0.4], [0.0, -0.3, 0.1]], "lowdin_charge": [-0.34, 1.00, -0.58, -0.55, -0.62, 0.10, 0.08, 0.09, 0.51, -0.29, -0.39, -0.31, -0.66, 0.10, 0.11, 0.13, 0.55, -0.32, -0.34, -0.38, 0.05, -0.41, 0.08, -0.14, -0.17, -0.05, 0.13, 0.12, 0.12, 0.12, 0.13, 0.14]}

---

4.
{"formula": "C6H12ClF2NO", "method": "ωB97M-V/def2-TZVPD", "lumo_energy_ha": 0.03103, "relative_energy_kcal_mol": 15.3, "homo_energy_ev": -8.75, "total_energy_ha": -1025.6361, "symbols": ["C", "C", "C", "C", "C", "C", "N", "O", "F", "F", "Cl", "H", "H", "H", "H", "H", "H", "H", "H", "H", "H", "H", "H"], "xyz": [[0.88821, -0.13950, -1.82436], [-0.24136, -1.86273, 0.24946], [-1.37565, 0.20876, 0.29625], [0.84836, 2.11718, 1.08274], [0.84727, 0.22389, -0.31633], [2.58818, -0.33059, 0.39805], [-0.13055, -0.46424, 0.44430], [0.76373, 1.59120, -0.27750], [2.40742, -0.59980, 1.68742], [2.95937, -1.42303, -0.31548], [3.76618, 0.94648, 0.14787], [0.12783, -0.78564, -2.12811], [0.58364, 0.71899, -2.41859], [1.82028, -0.56479, -2.24423], [0.70379, -2.29578, 0.10263], [-0.68644, -2.21477, 1.22121], [-0.95630, -2.09822, -0.67701], [-2.10300, -0.23532, 0.98624], [-1.13236, 1.19404, 0.32715], [-1.92903, 0.14873, -0.58343], [1.81853, 2.66164, 1.16165], [0.67275, 1.31118, 1.78857], [0.05531, 2.86348, 1.16283]], "forces_ev_per_angstrom": [[1.0, 0.8, -0.2], [-2.7, -0.6, -0.2], [-1.1, -2.0, 1.8], [0.3, 0.9, -1.0], [3.6, -1.4, -1.4], [-3.7, 1.3, -2.1], [0.5, 1.1, -0.4], [0.4, 0.0, 1.4], [0.6, -0.5, 0.0], [0.2, 0.0, 0.9], [0.2, -0.2, 0.1], [-1.3, -1.7, 0.1], [0.6, 0.5, 0.2], [-0.3, 0.5, 0.6], [1.2, -0.8, -0.2], [0.2, -0.4, -1.2], [1.4, 0.1, 1.9], [0.3, 0.8, 0.7], [-0.5, 2.9, 1.1], [-0.4, -0.9, -2.7], [-0.7, -0.7, 0.3], [0.3, 0.2, 0.2], [0.0, -0.1, 0.1]], "lowdin_charge": [0.01, -0.08, -0.07, -0.06, -0.44, -0.81, -0.22, -0.16, 0.05, 0.01, 0.74, 0.04, 0.09, 0.10, 0.06, 0.11, 0.13, 0.11, 0.04, 0.08, 0.08, 0.09, 0.09]}

---

What did the fourth record say?
{"formula": "C6H12ClF2NO", "method": "ωB97M-V/def2-TZVPD", "lumo_energy_ha": 0.03103, "relative_energy_kcal_mol": 15.3, "homo_energy_ev": -8.75, "total_energy_ha": -1025.6361, "symbols": ["C", "C", "C", "C", "C", "C", "N", "O", "F", "F", "Cl", "H", "H", "H", "H", "H", "H", "H", "H", "H", "H", "H", "H"], "xyz": [[0.88821, -0.13950, -1.82436], [-0.24136, -1.86273, 0.24946], [-1.37565, 0.20876, 0.29625], [0.84836, 2.11718, 1.08274], [0.84727, 0.22389, -0.31633], [2.58818, -0.33059, 0.39805], [-0.13055, -0.46424, 0.44430], [0.76373, 1.59120, -0.27750], [2.40742, -0.59980, 1.68742], [2.95937, -1.42303, -0.31548], [3.76618, 0.94648, 0.14787], [0.12783, -0.78564, -2.12811], [0.58364, 0.71899, -2.41859], [1.82028, -0.56479, -2.24423], [0.70379, -2.29578, 0.10263], [-0.68644, -2.21477, 1.22121], [-0.95630, -2.09822, -0.67701], [-2.10300, -0.23532, 0.98624], [-1.13236, 1.19404, 0.32715], [-1.92903, 0.14873, -0.58343], [1.81853, 2.66164, 1.16165], [0.67275, 1.31118, 1.78857], [0.05531, 2.86348, 1.16283]], "forces_ev_per_angstrom": [[1.0, 0.8, -0.2], [-2.7, -0.6, -0.2], [-1.1, -2.0, 1.8], [0.3, 0.9, -1.0], [3.6, -1.4, -1.4], [-3.7, 1.3, -2.1], [0.5, 1.1, -0.4], [0.4, 0.0, 1.4], [0.6, -0.5, 0.0], [0.2, 0.0, 0.9], [0.2, -0.2, 0.1], [-1.3, -1.7, 0.1], [0.6, 0.5, 0.2], [-0.3, 0.5, 0.6], [1.2, -0.8, -0.2], [0.2, -0.4, -1.2], [1.4, 0.1, 1.9], [0.3, 0.8, 0.7], [-0.5, 2.9, 1.1], [-0.4, -0.9, -2.7], [-0.7, -0.7, 0.3], [0.3, 0.2, 0.2], [0.0, -0.1, 0.1]], "lowdin_charge": [0.01, -0.08, -0.07, -0.06, -0.44, -0.81, -0.22, -0.16, 0.05, 0.01, 0.74, 0.04, 0.09, 0.10, 0.06, 0.11, 0.13, 0.11, 0.04, 0.08, 0.08, 0.09, 0.09]}